# 1
Molecular formula: C26H33N4
Method: DFT, ωB97M-V/def2-TZVPD

CARTESIAN COORDINATES (ANGSTROEM)
C -6.1161 0.9550 2.1905
N -5.0632 0.2010 1.5444
C -5.5076 -0.9501 0.7848
C -3.7326 0.4008 1.8949
C -2.9927 -0.5810 2.6041
C -1.6969 -0.2975 3.0042
C -1.0440 0.8837 2.6146
C 0.3592 1.1040 2.8668
C 1.3703 0.2647 2.4254
C 2.7795 0.6389 2.3394
C 3.3768 1.8880 2.3242
C 4.7018 1.9791 1.8779
C 5.4225 0.8337 1.5109
C 4.8314 -0.4394 1.5495
C 3.4986 -0.5060 1.9398
N 2.5740 -1.5364 1.7360
C 2.9254 -2.8977 1.3808
C 1.3063 -1.0703 1.9517
C -1.7912 1.8599 1.9090
C -3.1093 1.6371 1.5783
H -5.7057 1.8926 2.5775
H -6.9061 1.1689 1.4587
H -6.5471 0.3866 3.0330
H -4.7247 -1.2769 0.0913
H -5.7785 -1.7997 1.4290
H -6.3882 -0.6561 0.1999
H -3.4628 -1.5314 2.8779
H -1.1337 -0.9777 3.6403
H 0.6929 2.1018 3.1563
H 2.8007 2.7669 2.6068
H 5.1861 2.9504 1.8096
H 6.4545 0.9305 1.1789
H 5.3692 -1.3406 1.2688
H 4.0155 -2.9700 1.3236
H 2.5580 -3.6048 2.1395
H 2.4824 -3.1708 0.4142
H 0.4194 -1.6156 1.6295
H -1.2840 2.7762 1.6049
H -3.6764 2.3895 1.0279
C 1.8933 1.2174 6.3756
C 0.8362 0.6705 7.3194
C 1.4278 0.3339 8.6790
C -0.3414 1.6162 7.5275
N 0.3168 -0.5610 6.7203
C 0.4677 -0.8883 5.4343
N -0.0947 -2.1370 5.3476
C -0.0853 -3.0154 4.2024
C -0.7368 -2.4689 6.5310
C -0.4801 -1.4729 7.4047
H 1.5104 1.3058 5.3528
H 2.2334 2.2004 6.7262
H 2.7566 0.5396 6.3543
H 0.6416 0.0666 9.3944
H 2.1428 -0.4943 8.6162
H 1.9528 1.2172 9.0637
H -1.0790 1.1480 8.1909
H 0.0003 2.5473 7.9938
H -0.8297 1.8574 6.5766
H 0.6020 -2.6307 3.4414
H 0.2382 -4.0243 4.4943
H -1.0904 -3.0919 3.7620
H -1.2962 -3.3746 6.6416
H -0.7738 -1.3556 8.4335

## Properties
relative energy (zero: lowest compared OMol25 entry of this formula, charge and spin)	267.29	kJ/mol
charge	+1
HOMO-LUMO gap	5.772	eV
LUMO energy	-4.58	eV
maximum force	2.39	eV/Å

Results of the Löwdin charge analysis, in e, for atoms 1 through 6: C -0.061; N -0.240; C -0.068; C -0.227; C 0.022; C -0.029

# 2
Molecular formula: C49H50BrN7O4SY
Method: DFT, ωB97M-V/def2-TZVPD

CARTESIAN COORDINATES (ANGSTROEM)
Y -0.5101 0.2015 0.2893
C 1.7800 -5.8216 4.1736
C 1.4922 -4.8338 3.0784
C 2.4308 -4.4123 2.1890
C 2.1257 -3.5199 1.1211
C 3.2082 -3.2223 0.2781
N 3.1563 -2.9737 -1.0027
C 2.0281 -3.3308 -1.8621
C 2.3661 -3.0436 -3.3145
C 2.1827 -1.5724 -3.6727
N 0.8083 -1.1801 -3.4210
C -0.1190 -1.1027 -4.3250
C -1.4697 -0.8749 -4.0204
C -2.3838 -0.6793 -5.0851
C -3.7008 -0.3998 -4.8606
C -4.6904 -0.1544 -5.9655
C -4.0950 -0.3000 -3.5096
C -3.2476 -0.4646 -2.4377
C -3.7918 -0.1552 -1.1195
N -3.1361 0.0976 -0.0635
C -3.9713 0.5836 1.0517
C -3.2192 0.5685 2.3549
C -2.7507 -0.7878 2.8180
N -1.6177 -1.3282 2.0240
C -1.3364 -2.5282 2.3300
C -0.0945 -3.2489 2.0538
C 0.2232 -4.2221 2.9696
C 0.8411 -2.8634 1.0282
O 0.5882 -1.9548 0.1901
C -1.8783 -0.8163 -2.6525
O -1.0616 -1.0552 -1.7029
H 2.7503 -6.2959 4.0281
H 1.0265 -6.6104 4.2030
H 1.7894 -5.3434 5.1556
H 3.4461 -4.7928 2.2574
H 4.2113 -3.2314 0.7000
H 4.0243 -2.7234 -1.4535
H 1.1448 -2.7897 -1.5219
H 1.8273 -4.3911 -1.6979
H 1.7230 -3.6563 -3.9482
H 3.3930 -3.3480 -3.5390
H 2.4098 -1.3804 -4.7204
H 2.8304 -0.9286 -3.0703
H 0.4615 -1.0693 -2.4586
H 0.1909 -1.2165 -5.3617
H -2.0120 -0.7494 -6.1039
H -4.2910 -0.4620 -6.9318
H -4.9504 0.9048 -6.0324
H -5.6171 -0.7059 -5.8002
H -5.1303 -0.0435 -3.2984
H -4.8834 -0.0542 -1.1062
H -4.8837 -0.0182 1.1162
H -4.2616 1.6112 0.8216
H -3.8532 1.0000 3.1337
H -2.3570 1.2420 2.3149
H -3.5727 -1.5121 2.8285
H -2.3844 -0.6835 3.8409
H -2.0016 -3.0623 3.0174
H -0.5316 -4.4836 3.7077
C -1.4013 3.8284 5.9075
N -1.9900 4.0951 4.6093
C -3.0358 4.9684 4.3455
C -3.2514 4.9414 3.0164
N -2.3377 4.0498 2.4843
C -1.5513 3.5281 3.4553
S -0.3065 2.4093 3.2578
H -2.1087 4.1239 6.6779
H -0.4708 4.3809 6.0270
H -1.1843 2.7657 5.9820
H -3.5279 5.5223 5.1255
H -3.9711 5.4670 2.4147
H -2.1538 3.8589 1.5006
C 1.2033 0.2277 1.8226
C 2.0997 -0.0499 2.6062
C 3.1591 -0.4256 3.4986
C 3.0511 -1.5846 4.2740
C 4.0895 -1.9819 5.1017
C 5.2550 -1.2286 5.1743
C 5.3671 -0.0680 4.4199
C 4.3298 0.3336 3.5913
H 2.1348 -2.1582 4.2248
H 3.9860 -2.8786 5.7018
H 6.0643 -1.5370 5.8244
H 6.2660 0.5328 4.4826
H 4.4090 1.2437 3.0103
C 5.6645 1.2871 -2.9671
C 4.3198 1.0250 -2.3531
C 3.1556 1.5811 -2.8661
C 1.9401 1.3354 -2.2449
N 1.8107 0.5730 -1.1537
C 2.9319 0.0230 -0.6662
C 4.1814 0.2175 -1.2273
H 5.6052 2.0377 -3.7534
H 6.0806 0.3749 -3.3999
H 6.3706 1.6371 -2.2132
H 3.1871 2.2273 -3.7354
H 1.0246 1.7723 -2.6193
H 2.8020 -0.5586 0.2367
H 5.0494 -0.2307 -0.7550
Br -2.7330 5.5349 -0.2320
C -2.9188 4.5779 -1.8564
C -3.6345 5.2401 -2.8475
C -3.7747 4.6746 -4.1025
C -3.1788 3.4504 -4.3739
C -2.4680 2.8033 -3.3816
C -2.3321 3.3383 -2.0954
C -1.5995 2.4842 -1.0905
O -0.8195 1.6082 -1.5741
O -1.7762 2.5516 0.1464
H -4.0694 6.2049 -2.6256
H -4.3357 5.2011 -4.8644
H -3.2636 3.0033 -5.3565
H -1.9996 1.8495 -3.5794

## Properties
relative energy (zero: lowest compared OMol25 entry of this formula, charge and spin)	118.20	kJ/mol
charge	+1
HOMO-LUMO gap	6.012	eV
LUMO energy	-2.81	eV
maximum force	1.14	eV/Å

Results of the Löwdin charge analysis, in e, for atoms 1 through 6: Y 1.519; C -0.041; C -0.272; C 0.006; C -0.111; C -0.015

# 3
Molecular formula: C4H6N4O
Method: DFT, ωB97M-V/def2-TZVPD

CARTESIAN COORDINATES (ANGSTROEM)
C -1.7362 -0.8863 -0.6550
C -1.2283 0.3295 0.0467
C 1.4930 -0.2667 -0.5229
C -0.3733 0.0214 1.0846
N -1.9004 -1.8268 -1.2573
N -1.6637 1.3992 -0.5272
N 1.1554 -1.1945 -1.3568
N 0.3173 0.9984 1.7855
O 2.4548 0.2387 -0.1414
H -0.5472 -0.9464 1.6069
H -1.2713 2.2411 -0.2755
H 0.2050 -1.4347 -1.4245
H 1.7030 -1.3139 -2.2015
H 1.0389 0.6310 2.3799
H 0.3530 2.0099 1.4585

## Properties
relative energy (zero: lowest compared OMol25 entry of this formula, charge and spin)	307.38	kJ/mol
HOMO-LUMO gap (alpha / beta)	7.013 / 7.553	eV
LUMO energy (alpha / beta)	-0.60 / -0.15	eV
maximum force	3.62	eV/Å

Results of the Löwdin charge analysis, in e, for atoms 1 through 6: C -0.189; C -0.455; C -0.373; C -0.191; N 0.161; N 0.144

# 4
Molecular formula: H8O4
Method: DFT, ωB97M-V/def2-TZVPD

CARTESIAN COORDINATES (ANGSTROEM)
O 0.9396 0.0919 0.7425
H 0.3091 -0.5793 1.0272
H 0.3863 0.8311 0.4661
O 0.4124 1.7677 -3.9985
H 1.3536 1.8217 -3.7979
H -0.0138 1.8006 -3.1346
O -2.6734 -2.8536 -1.2638
H -1.9815 -2.4535 -0.7251
H -3.4881 -2.6413 -0.7946
O 1.5540 1.0023 3.5339
H 2.0439 0.1723 3.5330
H 1.1580 1.0400 4.4118

## Properties
SMILES	O.O.O.O
relative energy (zero: lowest compared OMol25 entry of this formula, charge and spin)	123.98	kJ/mol
HOMO-LUMO gap	11.548	eV
LUMO energy	0.23	eV
maximum force	0.38	eV/Å

Results of the Löwdin charge analysis, in e, for atoms 1 through 6: O -0.061; H 0.029; H 0.035; O -0.061; H 0.034; H 0.027

# 5
Molecular formula: C16H19BN6PtS
Method: DFT, ωB97M-V/def2-TZVPD

CARTESIAN COORDINATES (ANGSTROEM)
H -0.2128 2.2005 1.1303
N 0.1227 1.2973 -0.7285
B 0.6643 0.6768 -3.1475
N 0.5447 1.7091 -1.9697
C 0.8134 3.0212 -1.9063
Pt -0.4357 -0.6460 -0.2231
H 1.1641 3.4877 -2.8031
C 0.5465 3.4596 -0.6066
H 0.6730 4.4153 -0.1731
C 0.0888 2.3532 0.1095
H 0.9963 1.1551 -4.1817
C -1.6188 -2.0971 0.4552
H -1.8636 -2.1185 1.5425
H -0.9522 -2.9143 0.2819
H -2.6157 -2.1912 -0.0213
N -0.7397 0.0164 -3.1970
N 1.5997 -0.4490 -2.6131
N -1.2900 -0.5850 -2.0599
N 1.3104 -1.1337 -1.4406
C -1.6240 -0.0704 -4.2014
C 2.7940 -0.8757 -3.1012
H -1.3813 0.4331 -5.1181
H 3.2257 -0.3277 -3.9519
C -2.7691 -0.6917 -3.7618
C 3.2533 -1.9165 -2.2750
C -2.5290 -1.0167 -2.4161
C 2.2826 -2.0535 -1.2634
H -3.6880 -0.7800 -4.3144
H 4.2168 -2.4359 -2.3306
H -3.2119 -1.5110 -1.7429
H 2.2532 -2.7495 -0.4282
H -1.4661 -0.0662 0.8514
S 1.0344 -0.8992 1.6278
C 0.4166 0.0189 2.9421
C 1.2992 0.1260 4.0368
C 1.0045 0.9331 5.1208
C -0.2267 1.6033 5.1832
C -1.1477 1.4352 4.1382
C -0.8538 0.5996 3.0594
H 2.2276 -0.4327 3.9716
H 1.7469 1.0427 5.9101
H -0.4731 2.2250 6.0490
H -2.1030 1.9620 4.1631
H -1.5920 0.3988 2.2846

## Properties
relative energy (zero: lowest compared OMol25 entry of this formula, charge and spin)	211.08	kJ/mol
HOMO-LUMO gap (alpha / beta)	5.529 / 5.716	eV
LUMO energy (alpha / beta)	0.64 / -2.12	eV
⟨S²⟩	2.03
multiplicity	3
maximum force	5.05	eV/Å

Results of the Löwdin charge analysis, in e, for atoms 1 through 6: H 0.089; N -0.135; B -0.462; N -0.010; C -0.063; Pt 0.985

# 6
Molecular formula: C38H56F9IN9O
Method: DFT, ωB97M-V/def2-TZVPD

CARTESIAN COORDINATES (ANGSTROEM)
C -1.5129 0.1183 2.5381
C -1.6629 1.1708 1.9705
C -1.4923 2.3972 1.2061
N -1.5597 2.3967 -0.2601
C -2.1228 3.5621 -0.6564
N -3.4098 3.9354 -0.3226
N -1.3885 4.2824 -1.4876
C -1.2100 3.4879 -2.7962
C -0.7438 4.4857 -3.8432
C -1.9143 5.1638 -4.6379
N -2.5408 6.2877 -3.9713
N -2.9524 4.2205 -5.0167
N -1.2112 5.7572 -5.7849
C -0.4081 2.1734 -2.5158
C 1.0747 2.4761 -2.2096
C 1.5406 3.7369 -1.8895
C 2.8954 3.9482 -1.6935
N 3.8228 3.0055 -1.7592
C 3.3688 1.7853 -2.0300
C 2.0452 1.4797 -2.2719
C -0.3699 1.5336 -3.9803
F 0.7297 2.0138 -4.6070
F -1.3897 2.0100 -4.7421
C -0.4348 0.0308 -4.3053
F 0.3042 -0.7486 -3.4995
F 0.0384 -0.1151 -5.5597
C -1.0809 1.3735 -1.2371
C -0.1595 0.3669 -0.5465
C 1.0663 0.5672 0.3711
O 1.5911 -0.4374 0.7061
I 2.0057 2.3266 1.1559
C -2.4528 0.5242 -1.5783
F -2.9449 0.9091 -2.7809
F -3.3946 1.0051 -0.6996
C -2.5325 -0.9882 -1.3544
C -2.8830 -1.4182 -0.0767
C -3.0172 -2.7530 0.2284
C -2.8404 -3.7189 -0.7387
C -2.5250 -3.3054 -2.0158
C -2.3560 -4.2942 -3.1308
F -3.0128 -3.8797 -4.2248
F -1.0776 -4.4302 -3.4827
F -2.8373 -5.4911 -2.8196
C -2.3781 -1.9664 -2.3173
H -1.6324 -0.7388 3.1564
H -2.3139 3.0393 1.5456
H -0.6203 2.9395 1.5546
H -3.6245 4.4883 0.4869
H -4.1625 3.6557 -0.9280
H -1.8206 5.1789 -1.6912
H -2.2227 3.2039 -3.0685
H -0.2453 5.3289 -3.3756
H -0.0308 4.0991 -4.5575
H -1.8507 6.9668 -3.6819
H -3.1400 6.0257 -3.1993
H -2.9019 3.9562 -5.9867
H -3.8657 4.5974 -4.8095
H -0.8038 4.9996 -6.3255
H -1.9302 6.1386 -6.3943
H 0.8842 4.5775 -1.7730
H 3.2365 4.9477 -1.4652
H 4.1021 0.9935 -2.0664
H 1.7979 0.4610 -2.5007
H -1.4702 -0.2556 -4.3752
H 0.1968 -0.3388 -1.2847
H -0.7600 -0.2463 0.1112
H -3.0594 -0.7091 0.7128
H -3.2711 -3.0499 1.2327
H -2.9639 -4.7706 -0.5429
H -2.1760 -1.7429 -3.3402
C 2.8721 -8.8098 -0.1757
C 1.4506 -8.4329 0.2123
N 1.2098 -7.0018 0.1583
C -0.0199 -6.5970 0.8088
C -1.3473 -7.0974 0.2227
C 1.4940 -6.3641 -1.1147
C 0.7696 -6.8824 -2.3637
H 3.5960 -8.2470 0.4143
H 3.0346 -9.8718 0.0093
H 3.0718 -8.6305 -1.2326
H 1.2782 -8.7565 1.2419
H 0.7479 -9.0043 -0.4147
H -0.0380 -5.5029 0.8548
H 0.0366 -6.9286 1.8503
H -1.5948 -6.6011 -0.7155
H -2.1595 -6.8911 0.9252
H -1.3372 -8.1725 0.0460
H 2.5697 -6.4339 -1.2939
H 1.3009 -5.2926 -1.0062
H 0.7982 -7.9700 -2.4386
H 1.2532 -6.4834 -3.2574
H -0.2698 -6.5654 -2.3935
C 1.1330 2.1492 4.8855
C 1.5627 2.9293 6.1195
N 1.9911 2.0695 7.2025
C 2.1098 2.7577 8.4769
C 3.1628 3.8641 8.6076
C 3.0583 1.1379 6.8769
C 4.3742 1.7087 6.3328
H 0.3823 1.4001 5.1437
H 0.6959 2.8297 4.1515
H 1.9716 1.6466 4.4036
H 0.7075 3.5101 6.4758
H 2.3328 3.6613 5.8245
H 2.2808 2.0088 9.2539
H 1.1302 3.1900 8.7040
H 4.1745 3.4640 8.6537
H 2.9953 4.4192 9.5320
H 3.1116 4.5781 7.7847
H 2.6716 0.4249 6.1434
H 3.2642 0.5372 7.7652
H 4.2075 2.4401 5.5401
H 4.9731 0.9009 5.9083
H 4.9744 2.1787 7.1095

## Properties
charge	+1
HOMO-LUMO gap	4.809	eV
LUMO energy	-4.72	eV
maximum force	1.77	eV/Å

Results of the Löwdin charge analysis, in e, for atoms 1 through 6: C 0.161; C -0.088; C -0.165; N 0.041; C -0.316; N 0.178

# 7
Molecular formula: H80O40
Method: DFT, ωB97M-V/def2-TZVPD

CARTESIAN COORDINATES (ANGSTROEM)
H 1.0747 2.8539 -1.7164
H -0.1527 2.1101 -1.4082
O 0.9057 2.0209 -1.3116
H -0.7531 -1.1173 -6.3427
H -1.5548 0.2273 -6.4862
O -1.6273 -0.8242 -6.5508
H 4.9252 1.9624 2.2545
H 5.4628 1.4141 0.9166
O 5.1696 1.1523 1.7686
H -3.1878 0.0381 -4.5088
H -4.1947 0.7118 -3.4370
O -3.4957 0.0781 -3.6090
H 1.0859 1.2033 4.1887
H 0.8437 0.0937 3.2447
O 1.2312 0.2711 4.1514
H -3.5626 4.6847 -1.0604
O -3.8207 3.7718 -1.0143
H 0.9272 -4.0274 4.7564
O 0.0538 -3.7383 4.5730
H 3.2726 -4.8218 1.3852
H 2.6907 -5.6487 0.2021
O 3.4304 -5.5493 0.8212
H -1.8553 3.1086 0.0359
H -2.0495 2.3709 1.1853
O -1.7039 3.2664 1.0598
H 0.5267 -3.3365 0.0743
H -0.8569 -3.1303 -0.1754
O -0.2723 -3.0845 0.5767
H 2.1331 0.1629 -3.6052
H 3.3887 -0.0495 -4.5159
O 2.6770 0.5612 -4.4307
H 5.8571 -1.1101 0.1647
O 5.5107 -0.4829 -0.5178
H -0.0053 -1.0327 5.8445
H -1.1051 -2.1252 5.9327
O -0.5383 -1.5500 6.4540
H -1.0886 3.6395 4.2663
H -2.0146 3.0793 5.4557
O -1.1417 3.3802 5.2075
H 0.3685 -3.2357 -3.2087
H 0.8828 -4.5644 -2.6710
O 0.7563 -3.6541 -2.4159
H -1.3708 -1.2720 3.9485
H -1.4576 -0.0482 3.2630
O -1.6896 -0.3664 4.1584
H -4.9111 -2.1913 3.4621
H -5.4216 -0.6610 3.5981
O -5.3014 -1.4353 3.0660
H -0.4146 4.8921 -4.4291
H 0.2601 4.3182 -3.2085
O -0.3258 4.0470 -3.9205
H 3.7279 2.9217 -2.2506
O 4.0556 2.0613 -2.5756
H 4.7137 -1.9196 -3.2934
H 3.2421 -2.1738 -3.0034
O 3.8755 -2.1148 -3.7311
H -4.2875 2.6558 0.5464
O -5.2688 2.9021 0.7240
H 0.2787 -5.5298 0.1764
H 0.6306 -6.5357 -0.8102
O 1.0339 -5.7733 -0.3374
H 0.8384 -0.3065 1.0126
H 0.3129 -1.7740 1.4510
O 0.3195 -0.8403 1.5851
H -0.3677 1.4608 -5.3858
H 0.5089 0.3020 -4.7076
O -0.3795 0.6877 -4.7569
H -2.9664 -0.6858 -1.7629
H -3.4200 -1.8349 -0.8808
O -2.5405 -1.4082 -1.1581
H -1.6996 1.0573 -1.9300
H -1.7423 2.6025 -2.2251
O -1.9161 1.9428 -1.5414
H 0.6059 0.0762 -2.7645
H 1.3137 -1.0178 -1.9554
O 1.0020 -0.8141 -2.8618
H 2.8188 5.5029 0.7876
H 3.5405 4.2322 0.3444
O 3.6807 5.1666 0.4442
H 3.3899 -0.1477 -0.7661
H 2.8874 0.8014 0.3645
O 2.6962 -0.0850 -0.1226
H 1.6317 4.9127 -0.5818
H 0.3033 5.8754 -1.1437
O 0.7414 5.1315 -0.7837
H 1.1202 2.6943 0.2331
H 1.4399 2.4037 1.6256
O 1.8874 2.7458 0.8620
H 1.7633 -2.6581 -4.9998
O 0.9509 -2.4215 -5.4926
H 1.6573 -1.6701 3.1735
H 3.1758 -2.0794 3.7848
O 2.6029 -1.6521 3.1750
H 3.2704 1.7184 -3.0239
H -4.7548 3.8719 -0.8014
H -5.2925 3.1286 1.6508
H -0.2421 -4.3980 3.8529
H 6.4140 -0.1440 -0.7616
H 0.5829 -3.2561 -5.8530
O 3.5726 -3.2479 -1.1517
H 3.2941 -3.1327 -0.2663
H 2.8448 -3.4821 -1.6710
O -4.4621 -1.2139 0.7431
H -4.9255 -1.3859 1.5767
H -4.3618 -2.0297 0.2563
O -5.7535 0.6825 -1.0488
H -6.5538 0.1530 -0.8603
H -5.6933 1.4511 -0.5151
O -3.6260 0.8562 5.3668
H -3.7219 0.1076 5.9192
H -3.1384 0.5566 4.5556
O -0.0201 -5.2673 2.4408
H 0.1239 -4.5123 1.8761
H 0.7305 -5.9162 2.6706
O 0.6497 5.5191 2.6910
H 0.6959 5.1010 1.7681
H 0.7055 4.7033 3.1786
O -2.1328 0.0434 1.4231
H -1.3416 -0.5577 1.3895
H -2.5835 -0.4060 0.6539

## Properties
relative energy (zero: lowest compared OMol25 entry of this formula, charge and spin)	928.72	kJ/mol
HOMO-LUMO gap	9.332	eV
LUMO energy	-0.64	eV
maximum force	4.18	eV/Å

Results of the Löwdin charge analysis, in e, for atoms 1 through 6: H -0.001; H 0.087; O -0.079; H -0.033; H 0.088; O -0.107